Record 1
107
Properties=species:S:1:pos:R:3:mulliken_charge:R:1 method="wB97M-V/def2-TZVPD" e_lumo_ev="-3.366 / -3.260" relative_energy_kcal_mol=65.02 gap_ev="5.970 / 5.959" homo_ev="-9.3 / -9.2" multiplicity=1 charge=+1
Pd -1.14 0.76 -0.43 -0.82
C 0.03 3.19 -3.52 -1.47
Si 0.02 1.64 -2.37 0.95
C 1.84 1.45 -1.70 0.35
C 2.88 1.36 -2.61 -0.51
C 4.18 1.12 -2.19 -1.09
C 4.45 0.96 -0.84 -0.86
C 3.43 1.04 0.08 -0.34
C 2.13 1.30 -0.34 0.80
P 0.75 1.62 0.80 -0.70
C 0.88 3.47 0.85 0.58
C -0.50 4.09 1.06 -0.41
C -0.34 5.57 1.38 -1.11
C 0.32 5.74 2.76 -1.02
C 1.24 4.57 3.10 -0.50
C 1.92 4.03 1.84 -0.87
C 0.91 0.73 2.44 1.90
C 1.96 1.00 3.51 -0.41
C 1.84 -0.09 4.57 -0.78
C 0.45 -0.11 5.20 -0.91
C -0.63 -0.27 4.14 -0.65
C -0.48 0.80 3.07 -0.10
C -0.12 0.06 -3.47 0.33
C -0.12 0.16 -4.86 -0.72
C -0.13 -0.97 -5.66 -0.91
C -0.16 -2.23 -5.08 -0.91
C -0.19 -2.35 -3.70 -0.56
C -0.18 -1.22 -2.90 -0.25
P -0.17 -1.40 -1.08 1.24
C 1.31 -2.51 -0.83 -0.64
C 2.51 -2.11 -1.68 0.28
C 3.68 -3.05 -1.39 -1.18
C 4.04 -3.05 0.09 -0.57
C 2.83 -3.46 0.92 -1.25
C 1.68 -2.50 0.65 0.62
C -1.70 -2.42 -0.69 0.64
C -2.25 -2.00 0.67 0.59
C -3.72 -2.42 0.80 -0.62
C -4.00 -3.71 0.02 -0.76
C -2.76 -4.60 0.03 -0.97
C -1.61 -3.95 -0.75 -0.63
H 0.90 3.16 -4.17 0.42
H 0.07 4.11 -2.96 0.41
H -0.86 3.21 -4.14 0.39
H 2.69 1.48 -3.67 0.39
H 4.98 1.07 -2.92 0.43
H 5.47 0.78 -0.52 0.48
H 3.65 0.91 1.13 0.17
H 1.20 3.71 -0.17 0.66
H -1.04 3.60 1.88 0.03
H -1.08 3.95 0.14 0.29
H -1.31 6.07 1.36 0.46
H 0.29 6.02 0.61 0.34
H -0.46 5.82 3.53 0.34
H 0.88 6.68 2.78 0.39
H 0.66 3.77 3.56 0.01
H 2.00 4.87 3.82 0.61
H 2.66 3.27 2.10 0.44
H 2.47 4.85 1.36 0.51
H 1.06 -0.30 2.09 -0.57
H 1.80 1.97 3.97 0.31
H 2.97 1.00 3.10 0.19
H 2.59 0.07 5.35 0.48
H 2.05 -1.06 4.12 0.27
H 0.28 0.81 5.75 0.34
H 0.38 -0.93 5.91 0.45
H -1.62 -0.19 4.60 0.47
H -0.56 -1.26 3.67 0.11
H -0.64 1.78 3.50 0.19
H -1.24 0.64 2.29 -0.61
H -0.08 1.13 -5.31 0.44
H -0.12 -0.88 -6.73 0.44
H -0.15 -3.12 -5.69 0.44
H -0.20 -3.33 -3.25 0.38
H 1.00 -3.52 -1.13 1.33
H 2.79 -1.09 -1.46 -0.22
H 2.26 -2.17 -2.74 0.33
H 4.54 -2.73 -1.98 0.42
H 3.42 -4.07 -1.69 0.39
H 4.36 -2.04 0.39 0.19
H 4.87 -3.73 0.27 0.45
H 3.08 -3.45 1.99 0.44
H 2.54 -4.48 0.67 0.40
H 2.01 -1.49 0.89 -0.66
H 0.81 -2.74 1.26 0.06
H -2.41 -2.08 -1.46 0.18
H -2.17 -0.91 0.80 -1.20
H -1.66 -2.46 1.47 0.39
H -4.37 -1.63 0.42 -0.02
H -3.97 -2.56 1.85 0.49
H -4.27 -3.48 -1.01 0.27
H -4.84 -4.24 0.47 0.51
H -3.00 -5.57 -0.42 0.54
H -2.46 -4.78 1.06 0.34
H -1.64 -4.28 -1.79 0.44
H -0.67 -4.29 -0.32 0.06
Br -3.30 1.96 0.76 -0.11
C -4.23 0.99 -0.58 0.21
C -5.61 0.89 -0.54 -0.71
C -6.22 0.20 -1.58 -0.41
C -5.42 -0.34 -2.58 -0.92
C -4.04 -0.20 -2.50 -0.34
N -3.44 0.44 -1.50 0.37
H -6.17 1.34 0.26 0.51
H -7.29 0.11 -1.61 0.43
H -5.86 -0.86 -3.42 0.48
H -3.38 -0.61 -3.25 0.46



Record 2
117
Properties=species:S:1:pos:R:3:mulliken_charge:R:1 method="wB97M-V/def2-TZVPD" e_lumo_ev=0.280 relative_energy_kcal_mol=16.42 gap_ev=6.704 homo_ev=-6.4 multiplicity=1 charge=0
Ca -0.74 0.85 0.03 2.21
O 0.33 4.80 0.66 -0.64
Cl -0.47 3.66 0.95 1.71
O -1.39 3.90 2.00 -0.63
O 0.39 2.52 1.28 -0.72
O -1.17 3.20 -0.25 -0.75
N -1.94 -1.24 -0.99 0.60
C -1.90 -1.96 -2.27 -0.16
C -1.14 -3.28 -2.19 -1.09
C 0.38 -3.15 -2.13 -0.77
N 0.83 -2.43 -0.94 -0.04
H -2.13 -1.87 -0.21 -0.23
H -2.74 -0.62 -1.02 -0.53
H -1.43 -1.31 -3.02 -0.20
H -2.91 -2.17 -2.62 0.45
H -1.38 -3.87 -3.08 0.46
H -1.50 -3.86 -1.34 0.36
H 0.74 -2.61 -3.02 0.33
H 0.80 -4.17 -2.20 0.51
H 1.82 -2.59 -0.81 0.18
H 0.37 -2.80 -0.11 -0.10
N 3.17 4.28 -3.08 -0.04
C 3.26 4.30 -1.71 -1.08
C 2.45 3.29 -1.29 -0.04
N 1.86 2.66 -2.36 0.44
C 2.32 3.29 -3.42 -0.57
H 3.64 4.91 -3.72 0.20
H 3.86 5.01 -1.18 0.47
H 2.20 3.01 -0.28 0.25
H 2.07 3.06 -4.45 0.38
C -2.65 -4.21 4.56 -1.42
C -2.56 -2.88 3.82 0.72
C -1.96 -3.02 2.50 0.09
N -1.48 -3.16 1.46 -0.48
H -3.11 -4.05 5.54 0.44
H -1.66 -4.63 4.73 0.23
H -3.24 -4.93 4.01 0.36
H -1.98 -2.13 4.37 -0.26
H -3.54 -2.43 3.68 0.26
O -0.88 1.06 -2.27 1.07
C -0.78 1.36 -3.46 -0.42
C -1.78 2.29 -4.10 -1.53
C -2.75 1.54 -5.02 -0.54
C -2.19 1.22 -6.40 -0.83
C -0.95 0.33 -6.41 -0.69
C 0.25 0.94 -5.68 -0.87
N 0.17 0.83 -4.24 0.37
H -1.26 3.07 -4.67 0.55
H -2.31 2.77 -3.28 0.58
H -3.65 2.14 -5.14 0.41
H -3.08 0.62 -4.52 0.25
H -1.95 2.16 -6.90 0.30
H -2.97 0.75 -7.01 0.38
H -0.66 0.15 -7.45 0.40
H -1.17 -0.64 -5.97 0.28
H 0.36 1.99 -5.97 0.34
H 1.17 0.44 -5.98 0.49
H 0.81 0.21 -3.75 0.04
C 3.99 2.42 4.44 -0.73
C 3.50 1.16 4.75 -0.40
C 3.06 0.31 3.75 -0.73
C 3.10 0.71 2.41 0.34
C 3.59 1.98 2.11 -0.29
C 4.03 2.82 3.11 -0.71
P 2.36 -0.30 1.08 1.94
C 3.61 -0.17 -0.25 -0.01
C 3.15 -0.13 -1.56 -0.18
C 4.05 -0.03 -2.62 -0.54
C 5.41 0.04 -2.37 -0.79
C 5.88 0.01 -1.06 -0.90
C 4.98 -0.10 0.00 -0.16
C 2.57 -2.01 1.71 -0.05
C 3.63 -2.84 1.34 -0.58
C 3.70 -4.14 1.81 -0.75
C 2.72 -4.63 2.67 -0.84
C 1.66 -3.81 3.03 -0.89
C 1.58 -2.52 2.54 -0.11
H 4.32 3.08 5.23 0.39
H 3.47 0.83 5.78 0.44
H 2.70 -0.68 4.01 0.38
H 3.64 2.30 1.08 0.35
H 4.41 3.81 2.86 0.44
H 2.09 -0.17 -1.75 -0.01
H 3.68 0.01 -3.63 0.45
H 6.11 0.12 -3.19 0.40
H 6.94 0.07 -0.86 0.44
H 5.34 -0.10 1.02 0.56
H 4.40 -2.48 0.67 0.35
H 4.53 -4.78 1.52 0.42
H 2.77 -5.65 3.04 0.40
H 0.88 -4.19 3.68 0.46
H 0.73 -1.90 2.80 0.38
C -5.10 -0.89 0.61 -1.00
Si -4.18 0.76 0.87 0.10
C -4.01 1.61 -0.81 -0.93
C -5.32 1.93 1.83 -1.55
N -2.60 0.51 1.51 0.76
C -2.31 0.36 2.83 0.02
C -0.97 0.17 3.26 1.33
C -0.61 0.06 4.59 -0.14
C -1.57 0.11 5.60 -0.89
C -2.90 0.26 5.22 -0.99
C -3.26 0.37 3.89 -0.21
H -6.08 -0.90 1.10 0.42
H -4.51 -1.72 1.01 0.13
H -5.27 -1.10 -0.45 0.32
H -4.93 1.44 -1.38 0.63
H -3.18 1.32 -1.46 -0.14
H -3.91 2.69 -0.65 0.22
H -6.06 2.32 1.12 0.41
H -4.76 2.78 2.24 0.39
H -5.87 1.45 2.64 0.43
H -0.18 0.10 2.53 -1.37
H 0.43 -0.05 4.84 0.17
H -1.29 0.04 6.64 0.40
H -3.68 0.30 5.97 0.37
H -4.31 0.49 3.65 0.17



Record 3
122
Properties=species:S:1:pos:R:3:mulliken_charge:R:1 method="wB97M-V/def2-TZVPD" e_lumo_ev="3.423 / 3.423" relative_energy_kcal_mol=34.18 gap_ev="4.869 / 5.352" homo_ev="-1.4 / -1.9" multiplicity=3 s2=2.018 charge=-2
Mo 0.18 -0.92 0.75 -0.54
O -0.32 1.02 0.47 0.58
C -1.42 1.76 0.31 -0.39
C -2.01 1.86 -0.95 0.58
C -3.04 2.75 -1.19 -1.20
C -3.52 3.57 -0.17 -1.42
C -2.96 3.45 1.09 -0.33
C -1.93 2.54 1.35 0.71
C -1.42 2.45 2.72 -0.18
N -1.25 1.38 3.45 -0.09
C -0.78 1.80 4.67 -0.46
C -0.67 3.16 4.68 -0.88
N -1.08 3.57 3.44 0.02
H -1.66 1.19 -1.72 -0.04
H -3.50 2.77 -2.17 0.48
H -4.34 4.25 -0.35 0.32
H -3.37 4.03 1.91 0.44
H -0.53 1.10 5.44 0.46
H -0.32 3.85 5.43 0.43
H -1.07 4.51 3.07 0.25
C 3.74 -4.04 -0.47 -1.76
C 2.87 -2.83 -0.22 1.32
S 1.27 -3.14 0.38 -0.39
C 3.33 -1.59 -0.41 -0.54
C 4.74 -1.29 -0.85 -1.59
S 2.31 -0.21 -0.06 0.93
H 3.14 -4.95 -0.47 0.43
H 4.51 -4.14 0.30 0.28
H 4.25 -3.97 -1.44 0.36
H 5.47 -1.79 -0.22 0.40
H 4.94 -0.22 -0.80 0.00
H 4.92 -1.61 -1.89 0.31
C 2.61 -1.45 6.82 -1.68
C 2.20 -0.92 5.47 0.22
C 2.73 0.27 4.99 -0.99
C 2.30 0.77 3.77 0.40
C 2.80 2.07 3.21 -1.28
C 1.37 0.04 3.05 0.45
C 0.82 -1.18 3.47 1.36
C 1.27 -1.64 4.73 -0.56
N -0.10 -1.75 2.62 1.38
C -0.95 -2.88 3.05 1.32
C -0.17 -4.16 3.43 -1.48
C -1.86 -3.27 1.89 -2.46
C -1.84 -2.41 4.20 -1.59
H 3.51 -0.94 7.18 0.39
H 2.82 -2.52 6.79 0.35
H 1.83 -1.29 7.57 0.27
H 3.44 0.83 5.59 0.27
H 3.26 2.68 3.99 0.41
H 1.98 2.64 2.76 0.15
H 3.53 1.90 2.42 0.05
H 0.93 0.58 2.21 0.19
H 0.88 -2.54 5.16 0.26
H 0.57 -4.38 2.67 0.06
H -0.88 -4.99 3.48 0.54
H 0.33 -4.12 4.40 0.39
H -1.30 -3.60 1.01 0.41
H -2.51 -2.45 1.60 0.29
H -2.50 -4.11 2.20 0.62
H -1.26 -2.11 5.08 0.29
H -2.52 -3.21 4.50 0.47
H -2.43 -1.55 3.87 0.27
C 5.02 2.93 0.04 -0.25
Si 4.76 3.52 -1.72 0.26
C 4.86 2.06 -2.89 -0.65
C 6.16 4.72 -2.17 -1.07
C 3.14 4.44 -1.89 -0.56
Te 1.44 3.43 -1.00 -0.05
C 1.13 2.05 -2.61 1.42
Si 0.46 2.66 -4.25 0.41
C 0.57 4.53 -4.49 -1.32
C 1.48 1.85 -5.61 -1.08
C -1.34 2.18 -4.49 -0.59
H 6.03 2.53 0.16 0.37
H 4.31 2.13 0.27 -0.43
H 4.88 3.73 0.77 0.40
H 5.87 1.62 -2.85 0.39
H 4.66 2.36 -3.92 0.24
H 4.16 1.28 -2.61 0.03
H 7.13 4.24 -2.07 0.27
H 6.15 5.60 -1.53 0.31
H 6.06 5.06 -3.21 0.27
H 2.90 4.65 -2.93 0.06
H 3.19 5.40 -1.39 0.50
H 0.48 1.29 -2.16 -1.23
H 2.08 1.53 -2.75 -0.15
H 1.55 4.85 -4.84 0.34
H 0.34 5.06 -3.56 0.37
H -0.17 4.84 -5.24 0.40
H 2.54 2.03 -5.46 0.23
H 1.20 2.22 -6.60 0.34
H 1.33 0.76 -5.61 0.29
H -1.56 1.18 -4.12 0.00
H -1.59 2.21 -5.55 0.44
H -2.00 2.88 -3.97 0.14
C -2.23 -4.86 -5.74 -1.39
C -3.27 -4.62 -4.68 0.90
C -4.40 -5.41 -4.58 -0.83
C -5.33 -5.18 -3.58 0.30
Cl -6.75 -6.20 -3.49 -0.29
C -5.15 -4.16 -2.67 -1.13
C -4.02 -3.36 -2.75 -0.32
C -3.09 -3.58 -3.76 0.70
O -1.97 -2.84 -3.95 -0.48
C -1.66 -1.77 -3.07 -0.50
C -1.20 -2.24 -1.69 0.35
O -1.42 -3.36 -1.30 -0.62
O -0.63 -1.26 -1.06 0.55
H -2.45 -5.78 -6.29 0.37
H -1.24 -4.93 -5.30 0.28
H -2.20 -4.03 -6.45 0.30
H -4.55 -6.23 -5.28 0.32
H -5.86 -4.00 -1.87 0.58
H -3.88 -2.58 -2.01 0.41
H -2.50 -1.09 -2.93 0.10
H -0.84 -1.24 -3.54 0.24
F -2.75 -0.65 0.66 -0.04
B -4.05 -0.58 0.08 0.11
F -4.74 -1.78 0.33 -0.43
F -4.75 0.50 0.62 -0.44
F -3.92 -0.42 -1.32 -0.39